This record from OMol25 describes a cluster of 4 separate species, C21H47NO14P3S in total at a distorted geometry. The level of theory is ωB97M-V with the def2-TZVPD basis set.

Each atom is followed by the atoms it is bonded to, with distances in Å.
Positions of all 87 atoms, in Å:
1 C -0.8887 -1.5707 -7.1915  C2 1.644, H17 1.194, H18 1.170, H19 1.192
2 C -1.2754 0.0059 -6.9343  C1 1.644, O3 1.500, C4 1.639, H20 1.194
3 O -2.5475 0.1307 -6.1488  C2 1.500, H21 1.018
4 C -0.0537 0.9324 -6.3555  C2 1.639, N5 1.512, H22 1.171, H23 1.186
5 N 0.6706 0.3686 -5.1541  C4 1.512, C6 1.513, H24 1.043
6 C -0.1963 0.3185 -3.9151  N5 1.513, C7 1.649, H25 1.172, H26 1.185
7 C 0.6270 -0.1864 -2.5790  C6 1.649, O8 1.469, H27 1.194, H28 1.170
8 O 0.5887 0.7527 -1.4497  C7 1.469, S9 1.707
9 S -0.4204 0.2144 -0.1829  O8 1.707, C10 1.911, C11 1.911
10 C -2.0001 -0.6161 -0.8671  S9 1.911, H29 1.172, H30 1.179, H31 1.191
11 C 0.5213 -1.0976 0.8394  S9 1.911, C12 1.673, C16 1.642
12 C 0.6940 -0.9143 2.4929  C11 1.673, C13 1.654, H32 1.194
13 C 1.5159 -1.9853 3.4484  C12 1.654, C14 1.645, H33 1.178
14 C 2.2065 -3.2986 2.7391  C13 1.645, C15 1.639, H34 1.186
15 C 2.0635 -3.5439 1.1246  C14 1.639, C16 1.670, H35 1.183
16 C 1.2064 -2.4469 0.2024  C11 1.642, C15 1.670, H36 1.173
17 H -0.6954 -1.6954 -8.3629  C1 1.194
18 H 0.0909 -1.9321 -6.6629  C1 1.170
19 H -1.8257 -2.2737 -6.9707  C1 1.192
20 H -1.5486 0.4533 -8.0070  C2 1.194
21 H -2.6948 -0.7259 -5.6179  O3 1.018
22 H 0.7283 1.0977 -7.2109  C4 1.171
23 H -0.5080 1.9819 -6.0401  C4 1.186
24 H 1.1562 -0.5334 -5.3519  N5 1.043
25 H -0.7238 1.3290 -3.6436  C6 1.172
26 H -1.0372 -0.4936 -4.1107  C6 1.185
27 H 1.7650 -0.2889 -2.9256  C7 1.194
28 H 0.2709 -1.2745 -2.3399  C7 1.170
29 H -2.0156 -1.7256 -0.4886  C10 1.172
30 H -2.0960 -0.5056 -2.0367  C10 1.179
31 H -2.9053 -0.0332 -0.3585  C10 1.191
32 H 0.2275 0.0233 3.0661  C12 1.194
33 H 1.6685 -1.8720 4.6113  C13 1.178
34 H 2.8380 -4.0981 3.3459  C14 1.186
35 H 2.5589 -4.4758 0.5903  C15 1.183
36 H 1.1292 -2.7063 -0.9389  C16 1.173
37 C -6.2228 -2.2138 5.8658  O38 1.416, H45 1.093, H46 1.094, H47 1.093
38 O -5.4845 -1.5123 4.8820  C37 1.416, P39 1.730
39 P -4.2901 -2.4879 4.0984  O38 1.730, O40 1.534, O41 1.655, O43 1.730
40 O -3.3278 -2.2258 5.2644  P39 1.534
41 O -4.1054 -1.3083 2.9516  P39 1.655, C42 1.417
42 C -4.2067 0.0588 3.3117  O41 1.417, H48 1.095, H49 1.097, H50 1.093
43 O -3.0955 -3.4636 3.3147  P39 1.730, C44 1.423
44 C -1.8945 -2.8464 2.8672  O43 1.423, H51 1.086, H52 1.093, H53 1.090
45 H -7.0195 -1.5637 6.2363  C37 1.093
46 H -6.6694 -3.1107 5.4276  C37 1.094
47 H -5.5741 -2.4907 6.7006  C37 1.093
48 H -3.8485 0.2453 4.3292  C42 1.095
49 H -5.2529 0.3762 3.2199  C42 1.097
50 H -3.6071 0.6562 2.6203  C42 1.093
51 H -1.4915 -2.1655 3.6116  C44 1.086
52 H -2.0859 -2.3148 1.9311  C44 1.093
53 H -1.1627 -3.6293 2.6688  C44 1.090
54 C -0.1608 5.1172 2.5302  O55 1.416, H62 1.093, H63 1.094, H64 1.093
55 O -1.4094 5.4711 3.0965  C54 1.416, P56 1.730
56 P -1.7645 4.6161 4.5578  O55 1.730, O57 1.534, O58 1.655, O60 1.730
57 O -2.2748 3.4314 3.7269  P56 1.534
58 O -3.0104 5.6668 4.8482  P56 1.655, C59 1.417
59 C -3.7782 6.1778 3.7720  O58 1.417, H65 1.095, H66 1.097, H67 1.093
60 O -2.1196 3.7611 6.0193  P56 1.730, C61 1.423
61 C -3.4764 3.4605 6.3233  O60 1.423, H68 1.086, H69 1.093, H70 1.090
62 H 0.0348 5.7706 1.6760  C54 1.093
63 H 0.6345 5.2489 3.2692  C54 1.094
64 H -0.1812 4.0802 2.1859  C54 1.093
65 H -3.8690 5.4585 2.9517  C59 1.095
66 H -3.3132 7.1025 3.4082  C59 1.097
67 H -4.7817 6.4192 4.1313  C59 1.093
68 H -4.0105 3.0905 5.4527  C61 1.086
69 H -3.9671 4.3545 6.7178  C61 1.093
70 H -3.4902 2.6959 7.0998  C61 1.090
71 C 4.5469 -1.7960 -1.1465  O72 1.416, H79 1.093, H80 1.094, H81 1.093
72 O 5.8659 -1.5831 -1.6153  C71 1.416, P73 1.730
73 P 5.9297 -0.6929 -3.0972  O72 1.730, O74 1.534, O75 1.655, O77 1.730
74 O 5.6713 -1.9905 -3.8743  P73 1.534
75 O 7.5587 -0.4898 -2.8838  P73 1.655, C76 1.417
76 C 8.3353 -1.5202 -2.2973  O75 1.417, H82 1.095, H83 1.097, H84 1.093
77 O 5.9935 0.1973 -4.5793  P73 1.730, C78 1.423
78 C 7.0458 -0.0761 -5.4966  O77 1.423, H85 1.086, H86 1.093, H87 1.090
79 H 4.5965 -2.2688 -0.1622  C71 1.093
80 H 4.0242 -0.8396 -1.0567  C71 1.094
81 H 4.0039 -2.4545 -1.8291  C71 1.093
82 H 7.9506 -2.5160 -2.5398  C76 1.095
83 H 8.3513 -1.3808 -1.2092  C76 1.097
84 H 9.3619 -1.4482 -2.6654  C76 1.093
85 H 7.2090 -1.1437 -5.6138  C78 1.086
86 H 7.9623 0.4124 -5.1545  C78 1.093
87 H 6.7750 0.3499 -6.4625  C78 1.090

**M**: 662.6 g mol⁻¹
**LUMO level**: -4.83 eV
**Energy relative to the best compared isomer or geometry (same formula, charge and spin)**: 7.444 eV
**Calculated total energy**: -3357.70534 Ha
**Kohn-Sham gap**: 0.23577 Eh
**HOMO energy**: -0.413 Eh
**Charge**: +1